C9H11N4 | the ωB97M-V functional and the def2-TZVPD basis

Values from the calculation:
Energy relative to the best compared isomer or geometry (same formula, charge and spin): 80.8 kcal per mole
Total charge: +1
Frontier orbital gap: 0.3301 hartree
HOMO energy: -13.50 eV
Total energy: -15462.004 eV

```
24
Properties=species:S:1:pos:R:3:lowdin_charge:R:1
N -1.077 2.057 1.159 0.126
N -2.340 2.210 1.102 0.088
N -0.698 1.096 0.378 0.019
N -1.844 0.564 -0.219 0.046
C 1.319 0.451 1.500 -0.024
C 1.423 0.372 -0.971 0.013
C 0.683 0.651 0.302 -0.153
C 2.723 0.027 -0.795 -0.086
C -1.647 -1.953 -0.618 -0.046
C 3.402 -0.044 0.408 -0.051
C 2.693 0.078 1.576 -0.048
C -2.824 1.310 0.311 -0.057
C -1.940 -0.504 -1.170 -0.138
H 3.263 0.044 2.528 0.132
H -2.420 -2.344 0.033 0.070
H 0.747 0.352 2.534 0.167
H -1.621 -2.547 -1.548 0.088
H -1.145 -0.440 -1.894 0.111
H 3.209 -0.295 -1.677 0.110
H 1.079 0.590 -1.971 0.114
H -2.889 -0.623 -1.571 0.112
H -0.610 -2.069 -0.089 0.111
H -3.919 1.331 0.136 0.174
H 4.434 -0.314 0.555 0.121
```